Formula: C39H35F6N4OS2SeTa
Source: OMol25
Level of theory: ωB97M-V with the def2-TZVPD basis set

Structure (XYZ):
```
89
Properties=species:S:1:pos:R:3
H 0.08509 3.59420 2.78877
H -2.22757 -0.27355 7.08436
F -2.94192 1.68752 1.24093
F -4.89170 -1.67874 -1.47202
C -1.81688 -3.03081 -3.27854
H -0.05066 5.85735 -3.36719
H -4.18864 -1.07410 7.26589
C -2.37022 -0.09538 3.69770
C 1.95939 -0.33051 1.28342
H -3.93473 2.33282 5.68356
C -4.37353 -0.43950 -1.45844
C -0.13286 -0.48575 4.49593
C -4.75003 -0.98572 6.33451
H -2.19717 -2.34654 -4.03413
H -5.25584 -0.61456 3.73253
C -3.86603 -0.11033 -0.00907
C 0.31124 -3.10089 -5.59501
H -5.79797 -0.82966 6.59952
C -0.14159 4.78980 -3.20333
F -5.33093 0.43718 -1.78069
Ta -0.78814 0.17430 -0.10845
C -4.25451 0.18313 5.46300
F -4.84698 2.08051 0.29191
H 2.03509 0.38794 -2.00363
H -0.26282 4.29148 -5.26898
H -4.58137 -1.68952 1.21924
Se -0.34111 -2.52697 -0.26899
C -0.00985 5.16019 -0.76942
C 1.80267 -2.78233 -3.70969
N -0.36452 -2.85551 -3.15352
C -3.73119 1.41931 0.15132
C 3.72610 -0.03299 -0.79280
C 1.42745 -0.03102 0.03498
C 4.21623 -0.36284 0.46723
C -0.13489 4.30018 -1.87558
H 0.13701 -0.67388 6.63093
C -0.55972 -0.50784 5.81787
N 1.62395 -2.63708 -2.33421
H 3.58138 -2.99044 -6.53074
C -0.36696 2.54467 -4.00318
C -0.36528 2.05725 -2.72246
H 3.69462 -0.74212 2.50297
H -0.88723 2.19021 2.39570
C 2.72927 -2.96417 -5.86299
C -2.81225 -0.07839 5.02081
C 2.93974 -2.79546 -4.50990
C -0.25729 3.92701 -4.25030
H 0.07398 6.22910 -0.93259
H -4.91225 1.14088 3.62451
H -5.31273 1.69676 6.59523
H -5.87359 -0.69930 0.52258
H 5.27838 -0.49091 0.63485
H 0.87536 2.12989 2.20969
C -1.00047 -0.27482 3.42714
C 0.01637 4.64543 0.48716
C -0.10015 3.26071 0.69413
F -3.01786 1.92001 -0.88544
H 4.41465 0.11154 -1.61941
H 0.12900 5.28690 1.35037
C 0.53183 -2.93085 -4.23263
N -0.25048 2.40934 -0.33433
H -2.03115 -4.05856 -3.56554
N -0.30553 -0.23978 2.16819
H -6.20855 0.53937 4.65761
O -2.56376 -0.64335 0.20338
H -4.67212 -1.93676 5.80104
H -3.06308 0.03581 2.87981
H 2.34178 -2.52195 -1.63446
C 3.32304 -0.50246 1.51110
C -0.00750 2.75928 2.09905
H -0.68294 -3.22419 -6.00757
H -0.45732 1.85371 -4.83354
H -2.27663 -2.81134 -2.32080
C 0.32669 -2.68839 -2.02419
H -4.92492 -0.07512 1.85899
C 2.36154 0.12725 -1.00724
C 1.43509 -3.11408 -6.39727
C -4.87978 -0.67594 0.96074
C -1.88589 -0.28653 6.05792
C -5.20421 0.32124 4.29130
F -3.43084 -0.40451 -2.39091
H 3.93635 -2.69275 -4.09677
H -3.67180 1.42296 7.17748
C -0.25286 2.92500 -1.62635
C 0.99250 -0.42436 2.36101
S 1.48918 -0.66771 3.96107
H 1.31987 -3.24559 -7.46550
C -4.28874 1.48564 6.27876
S -0.50153 0.31776 -2.47929
```

Summary:
Multiplicity ... 1
Charge ... +2
DFT total energy ... -5655.14567 Eh
HOMO level ... -13.4 eV